{"formula": "C11H24Cl10FN3O3PS", "method": "ωB97M-V/def2-TZVPD", "homo_lumo_gap_ev": 6.33, "total_charge": -1, "symbols": ["C", "N", "C", "C", "S", "C", "O", "O", "N", "C", "C", "F", "P", "N", "O", "H", "H", "H", "H", "H", "H", "H", "H", "H", "H", "H", "H", "H", "H", "C", "Cl", "Cl", "H", "H", "C", "Cl", "Cl", "H", "H", "C", "Cl", "Cl", "H", "H", "C", "Cl", "Cl", "H", "H", "C", "Cl", "Cl", "H", "H"], "positions_angstrom": [[0.3004, 1.2671, -1.7901], [0.9951, 0.0080, -1.4839], [0.5674, -0.4717, -0.1732], [0.8469, -1.9731, 0.0589], [-0.7013, -2.8971, -0.3992], [2.0475, -2.5200, -0.8296], [1.9537, -3.6716, -1.2691], [3.0109, -1.7109, -0.9165], [1.1278, -2.3208, 1.4859], [2.4334, -1.7957, 1.9142], [2.8155, -2.2675, 3.3162], [4.1973, -2.4799, 3.3637], [-0.2477, -1.9357, 2.4739], [0.1959, -0.5801, 3.4583], [-0.1398, -3.1110, 3.6460], [-0.7184, 1.0551, -2.1065], [0.2210, 1.8934, -0.8850], [0.8666, 1.8076, -2.5450], [1.9780, 0.2404, -1.4196], [0.9844, 0.1488, 0.6384], [-0.5128, -0.3204, -0.1433], [-0.6352, -2.6593, -1.7143], [2.5175, -0.7042, 1.8517], [3.2017, -2.1949, 1.2541], [2.6190, -1.5027, 4.0639], [2.2892, -3.1816, 3.5844], [0.5788, -0.9146, 4.3376], [0.8572, 0.0492, 3.0177], [-1.0147, -3.5044, 3.6548], [3.7076, 2.9682, -4.4008], [4.4166, 1.8948, -3.1943], [2.0344, 3.3864, -4.0045], [4.2889, 3.8813, -4.4437], [3.7133, 2.4625, -5.3588], [-3.0030, 4.1821, -1.2958], [-1.8409, 3.5350, -2.4587], [-3.3440, 3.0448, 0.0097], [-2.5871, 5.0856, -0.8663], [-3.9273, 4.3978, -1.8184], [1.6178, 1.5206, 5.8605], [2.6641, 1.3173, 4.4538], [1.5793, 0.0704, 6.8733], [1.9949, 2.3444, 6.4539], [0.6121, 1.7215, 5.5097], [-5.7277, -0.7058, -0.8380], [-6.3796, -1.1559, 0.7503], [-3.9725, -0.6663, -0.8656], [-6.0676, -1.4376, -1.5621], [-6.1038, 0.2798, -1.0872], [-3.2896, -0.3798, -4.9712], [-3.4630, -1.7816, -3.9082], [-2.7390, 1.0760, -4.1302], [-2.5643, -0.6267, -5.7371], [-4.2548, -0.1673, -5.4151]], "forces_ev_per_angstrom": [[0.26, -0.63, 0.69], [-0.32, 0.89, 0.07], [0.04, 0.01, -0.23], [-0.31, -0.54, -0.60], [-0.13, -0.07, 0.14], [0.65, 0.03, -0.01], [-0.02, 0.29, 0.03], [-0.32, -0.12, 0.14], [-0.47, 1.38, 0.31], [0.42, -0.81, 0.39], [-0.20, 0.35, -0.14], [0.06, -0.15, 0.02], [-0.19, -0.05, -0.72], [0.04, -0.51, 0.16], [0.09, 0.38, 0.23], [0.00, 0.01, -0.19], [0.01, 0.24, -0.12], [-0.35, -0.11, 0.00], [0.21, -0.66, -0.15], [0.16, -0.06, 0.01], [-0.05, -0.06, 0.22], [0.28, -0.01, -0.05], [-0.09, 0.02, -0.09], [-0.08, 0.06, -0.12], [-0.04, -0.05, 0.16], [0.19, -0.13, -0.06], [0.10, 0.16, 0.01], [-0.05, -0.04, 0.01], [-0.04, -0.29, 0.12], [0.07, -0.06, 0.02], [0.00, 0.00, -0.02], [0.10, 0.27, -0.23], [-0.02, 0.02, 0.04], [-0.04, -0.04, 0.01], [0.00, 0.08, -0.04], [-0.02, 0.39, 0.07], [-0.02, -0.03, 0.01], [0.04, -0.02, 0.02], [-0.01, -0.06, -0.01], [-0.09, 0.06, -0.05], [0.19, 0.18, 0.04], [-0.01, 0.00, 0.03], [0.05, -0.03, 0.02], [-0.01, -0.09, -0.03], [0.07, 0.09, -0.17], [-0.05, 0.00, 0.02], [0.01, 0.03, 0.34], [0.00, -0.04, 0.04], [-0.01, 0.02, 0.06], [0.01, -0.05, -0.14], [0.04, 0.00, -0.22], [-0.17, -0.25, -0.09], [0.05, 0.00, 0.04], [-0.02, 0.00, 0.03]], "mulliken_charge": [0.099, -0.226, -1.111, 0.765, -0.254, 0.258, -0.745, -0.704, -0.152, -0.430, -0.303, -0.387, 0.145, -0.538, -0.536, 0.029, 0.368, -0.357, 0.223, 0.325, 0.345, 0.152, 0.129, 0.707, 0.083, 0.292, 0.218, 0.336, 0.311, -0.313, -0.124, -0.148, 0.282, 0.267, -0.379, -0.084, -0.132, 0.309, 0.277, -0.289, -0.113, -0.163, 0.329, 0.268, -0.432, -0.185, 0.041, 0.268, 0.294, -0.431, -0.128, -0.048, 0.291, 0.301]}



{"formula": "C41H37F5OP2Re", "method": "ωB97M-V/def2-TZVPD", "homo_lumo_gap_ev": [6.59, 6.10], "multiplicity": 4, "total_charge": 2, "symbols": ["Re", "C", "C", "C", "C", "C", "C", "C", "C", "C", "H", "H", "H", "H", "H", "H", "H", "H", "H", "H", "H", "H", "H", "H", "H", "P", "P", "C", "C", "C", "C", "C", "C", "C", "C", "C", "C", "C", "C", "C", "C", "C", "C", "C", "C", "C", "C", "C", "C", "C", "C", "C", "C", "H", "H", "H", "H", "H", "H", "H", "H", "H", "H", "H", "H", "H", "H", "H", "H", "H", "H", "H", "H", "H", "H", "F", "C", "C", "F", "C", "F", "C", "O", "C", "F", "C", "F"], "positions_angstrom": [[-0.2490, -0.4380, 0.1019], [1.7793, 3.4906, 1.8255], [1.0722, 3.5970, 0.7140], [1.4898, 3.2481, -0.6973], [2.2112, 1.9375, -1.0290], [1.9568, 0.6172, -0.2841], [2.6440, 0.3889, 0.9215], [3.5329, 1.3731, 1.4744], [3.1046, 2.8451, 1.9727], [-0.4412, -1.8105, 1.6034], [1.2997, 3.7665, 2.7981], [-0.0709, 3.6361, 0.8105], [2.1728, 4.0412, -1.0707], [0.5664, 3.2778, -1.3113], [2.0064, 1.7347, -2.0985], [3.2977, 2.1405, -1.0016], [2.1706, -0.2146, -0.9939], [2.5937, -0.6261, 1.3736], [4.3391, 1.5320, 0.7474], [3.9966, 0.8659, 2.3346], [3.2779, 2.7707, 3.0454], [3.8483, 3.4938, 1.5230], [-1.1427, -1.3794, 2.3458], [0.5414, -1.9669, 2.0439], [-0.8269, -2.7042, 1.0842], [-1.8300, 0.4975, -0.9468], [0.1714, -2.0448, -1.2949], [-0.2449, 0.5445, -2.0136], [0.3628, -0.6321, -2.4239], [-3.0523, -0.0045, -2.1121], [-2.7529, 0.0460, -3.4895], [-3.7618, -0.2270, -4.4016], [-5.0268, -0.5499, -3.9338], [-5.3389, -0.5838, -2.5689], [-4.3429, -0.3256, -1.6321], [-2.4435, 2.0357, -0.2559], [-2.3847, 2.2902, 1.1205], [-3.0364, 3.4327, 1.5917], [-3.6522, 4.3237, 0.7152], [-3.6034, 4.0899, -0.6702], [-2.9808, 2.9552, -1.1498], [-0.5084, -3.3886, -2.3102], [-1.8585, -3.3751, -2.7391], [-2.3544, -4.3101, -3.6228], [-1.5540, -5.3447, -4.1178], [-0.2110, -5.4107, -3.6944], [0.2925, -4.4421, -2.8105], [1.7321, -2.7726, -0.6714], [1.6558, -3.6609, 0.4058], [2.8066, -4.1265, 1.0113], [4.0641, -3.7955, 0.4802], [4.1282, -2.9856, -0.6599], [2.9693, -2.4626, -1.2481], [-0.2267, 1.4637, -2.6210], [0.9265, -0.8243, -3.3273], [-1.7349, 0.2832, -3.7920], [-3.4970, -0.1723, -5.4507], [-5.8100, -0.7510, -4.6525], [-6.3427, -0.8062, -2.2091], [-4.5226, -0.3427, -0.5457], [-1.8522, 1.5807, 1.7598], [-3.0775, 3.6206, 2.6740], [-4.1697, 5.2121, 1.0930], [-4.0428, 4.7616, -1.3772], [-2.9220, 2.7608, -2.2299], [-2.5025, -2.5829, -2.3751], [-3.3936, -4.2446, -3.9841], [-1.9242, -6.0852, -4.8335], [0.4395, -6.2154, -4.0779], [1.3491, -4.5193, -2.5041], [0.6864, -3.9719, 0.8006], [2.7446, -4.7704, 1.8887], [4.9875, -4.1828, 0.9411], [5.1033, -2.7493, -1.1020], [3.0321, -1.8204, -2.1253], [2.2107, 2.4952, 7.6719], [1.6991, 2.0135, 6.5102], [2.3859, 1.0807, 5.7447], [3.5515, 0.6204, 6.2107], [1.8741, 0.6463, 4.5452], [2.4715, -0.4384, 3.9861], [0.7213, 1.1625, 3.9226], [0.3415, 0.8852, 2.7271], [0.0340, 2.1054, 4.7720], [-1.2051, 2.5521, 4.3905], [0.4892, 2.4979, 6.0040], [-0.2398, 3.3456, 6.7744]], "forces_ev_per_angstrom": [[3.34, 1.11, 4.64], [-1.12, -0.71, 0.79], [-2.27, -1.32, -0.34], [-0.22, 0.45, -0.29], [0.31, -0.42, -0.48], [1.77, -0.37, 0.62], [-1.93, -0.76, -1.91], [0.44, 0.92, 1.96], [1.10, -0.46, 0.22], [-0.66, 0.32, 0.18], [0.27, -0.23, -1.02], [1.79, 1.00, 0.03], [-0.62, -0.23, 0.06], [0.49, 0.22, 0.25], [0.21, 0.19, 0.47], [-0.27, -0.31, 0.13], [-0.69, 0.25, 0.82], [0.29, 0.67, -0.46], [-0.16, -0.17, -0.14], [0.14, 0.55, -0.17], [0.36, 0.40, -0.06], [0.38, 0.20, 0.27], [0.18, -0.51, -0.21], [-0.02, -0.22, 0.23], [-0.16, 0.08, 0.99], [-1.70, 0.81, -0.70], [0.35, -2.70, -2.08], [-0.51, -0.89, -2.41], [-1.01, 1.17, 0.22], [-0.43, -0.16, -0.85], [-0.37, -0.14, 0.84], [0.53, 0.01, 0.25], [-0.47, 0.08, -0.04], [0.36, -0.07, 0.29], [0.58, 0.30, -0.26], [0.67, -0.04, -0.26], [-0.33, -0.05, -0.52], [0.14, -0.06, 0.72], [-0.04, -0.05, -0.47], [0.27, -0.08, 0.62], [-0.29, 0.02, -0.40], [-1.13, -0.89, -0.74], [0.58, 0.64, 0.52], [-0.63, -0.54, -0.72], [0.99, 0.22, 0.39], [-0.45, 0.19, -0.08], [0.68, 0.02, 0.29], [0.17, 0.20, -0.77], [-0.39, 0.11, 0.12], [0.77, -0.24, -0.06], [-0.20, 0.11, -0.09], [0.33, 0.08, -0.17], [0.14, -0.34, 0.71], [0.49, -0.41, 0.27], [0.55, 0.77, -0.18], [-0.54, -0.04, -0.25], [-0.41, -0.12, -0.04], [-0.04, -0.02, 0.01], [0.20, -0.02, -0.31], [-0.11, 0.01, -0.63], [-0.35, 0.36, 0.13], [0.09, -0.05, -0.58], [0.24, -0.42, -0.09], [-0.21, 0.44, -0.11], [-0.25, 0.11, 0.49], [-0.12, -0.07, -0.06], [0.57, 0.05, 0.41], [0.00, 0.36, 0.35], [-0.34, 0.60, 0.37], [-0.63, 0.05, -0.19], [0.40, 0.06, -0.14], [-0.04, 0.12, -0.28], [-0.60, 0.27, -0.30], [-0.42, -0.13, 0.19], [0.10, -0.14, 0.13], [-0.97, -1.02, -2.04], [0.64, 1.20, 1.37], [1.08, -0.44, 0.28], [-0.73, 0.02, -0.39], [1.70, -2.08, 0.18], [-0.30, 1.15, 0.08], [-1.42, 0.41, -2.04], [0.58, 0.18, 2.29], [-2.21, 0.76, 0.04], [1.84, -0.54, 0.20], [-1.25, 1.13, 0.89], [0.86, -0.94, -1.03]], "lowdin_spin": [1.472, 0.005, 0.002, -0.001, -0.007, -0.025, 0.166, 0.027, 0.015, 0.076, 0.001, 0.000, 0.000, 0.000, 0.000, -0.003, 0.007, 0.007, 0.011, 0.000, 0.002, 0.000, 0.023, 0.017, 0.014, 0.047, 0.026, 0.054, 0.021, 0.010, 0.001, 0.000, 0.000, 0.000, 0.002, 0.001, 0.003, 0.000, 0.001, 0.001, -0.001, 0.007, 0.000, 0.000, -0.001, 0.000, 0.000, -0.003, 0.000, 0.001, 0.001, 0.000, -0.001, 0.003, 0.009, 0.000, 0.000, 0.000, 0.000, 0.000, 0.001, 0.000, 0.000, 0.000, 0.000, 0.000, 0.000, 0.000, 0.000, 0.000, 0.000, 0.000, 0.000, 0.000, 0.000, 0.064, 0.198, -0.003, -0.013, 0.130, 0.036, 0.085, 0.369, 0.127, 0.033, -0.008, -0.013]}



{"formula": "C2H3AgFO", "method": "ωB97M-V/def2-TZVPD", "homo_lumo_gap_ev": [8.56, 7.32], "multiplicity": 2, "total_charge": 2, "symbols": ["H", "O", "C", "C", "Ag", "H", "H", "F"], "positions_angstrom": [[0.4536, 1.7302, 0.0599], [0.0593, 0.9558, 0.5803], [0.3375, -0.1791, -0.2200], [-0.8477, -1.0087, -0.5169], [-1.0870, 1.1808, 2.1631], [1.0973, -0.7981, 0.2894], [0.4525, 0.2351, -1.2797], [-0.4656, -2.1161, -1.0761]], "forces_ev_per_angstrom": [[-0.74, -0.86, 1.35], [2.63, 0.77, -3.98], [-0.90, 2.18, 0.41], [2.41, -4.67, -2.15], [-2.04, 0.69, 3.11], [0.18, -0.18, -0.81], [0.79, -1.03, 0.51], [-2.32, 3.11, 1.56]], "lowdin_spin": [0.001, 0.011, 0.136, 0.664, 0.008, 0.013, 0.003, 0.163]}